# C2H12N10

3 unconnected molecules or ions with the total composition C2H12N10 (ωB97M-V/def2-TZVPD, the Open Molecules 2025 dataset).

Results
Total charge: +2
LUMO in eV: -5.681
DFT total energy in hartree: -630.18368

Each line ends with the natural charge from an NBO analysis.
Atoms and positions in Å:
C: 8.27050 3.68224 0.20884  0.161
C: 8.83036 2.41557 -0.10360  0.085
N: 7.79188 4.66326 0.51950  -0.172
N: -11.80546 0.56259 1.10214  0.162
N: 8.11826 -1.37032 0.89637  0.109
N: 8.12902 1.50277 -0.60476  -0.611
N: -12.56310 -0.44169 0.86077  -0.470
N: 7.77980 -2.26736 1.82218  -0.554
N: -11.84273 1.43732 -1.07164  -0.679
N: 9.17674 -0.88808 -0.99659  -0.620
N: -11.56449 1.49047 0.27207  -0.122
N: 8.64927 -1.81859 -0.14760  -0.053
H: 9.17744 0.16404 -0.82231  0.449
H: 7.14352 1.47457 -0.77704  0.395
H: -12.80897 -0.96336 1.67751  0.448
H: -12.84909 -0.56381 -0.07769  0.413
H: 6.98117 -1.96884 2.35224  0.422
H: 7.80602 -3.30396 1.56739  0.382
H: -11.15320 1.89598 -1.65846  0.416
H: -12.78823 1.75238 -1.22503  0.398
H: 8.96890 -1.21240 -1.92180  0.386
H: 9.84855 2.13812 0.10713  0.219
H: -10.94359 2.29339 0.50813  0.435
H: 8.76506 -2.78540 -0.32720  0.402

Atomic forces in eV per Å
0.823 -0.428 0.231
-1.197 -0.403 -0.374
-0.741 1.462 0.342
-0.020 1.085 1.293
-0.477 -1.511 0.404
1.265 -1.412 -0.104
1.571 2.199 -0.362
0.399 -1.453 -1.302
-0.986 -1.004 -0.373
1.304 -1.823 -0.934
1.155 0.160 -0.395
-0.358 4.119 1.380
-1.435 -1.362 0.420
-0.542 1.192 -0.027
-0.101 -0.620 0.104
-0.844 -0.793 -1.068
-0.045 0.153 0.413
-0.091 1.782 0.505
-0.080 0.007 0.302
-0.161 0.274 -0.439
0.225 0.401 -0.617
0.554 0.682 0.110
-0.567 -1.303 0.939
0.349 -1.405 -0.447